[1]
Here is a 10-piece molecular cluster, C40H110N10O10 overall in a non-equilibrium geometry from the OMol25 dataset. Energies are from wB97M-V/def2-TZVPD.

Atoms and positions in Å:
C  21.796  19.881  -8.274
C  22.958  18.906  -8.080
C  22.468  17.466  -8.253
O  21.493  17.100  -7.295
C  21.787  17.365  -5.922
N  24.030  19.234  -9.012
H  21.921  20.954  -8.115
H  20.952  19.682  -7.603
H  21.438  19.721  -9.295
H  23.400  19.020  -7.088
H  23.317  16.775  -8.295
H  22.045  17.373  -9.257
H  22.714  16.862  -5.632
H  21.022  16.947  -5.270
H  21.875  18.440  -5.763
H  23.796  19.067  -9.987
H  24.145  20.242  -8.993
C  20.119  14.763  -2.614
C  19.957  14.680  -1.124
C  21.282  14.928  -0.386
O  22.323  14.052  -0.791
C  23.615  14.348  -0.293
N  18.963  15.683  -0.734
H  20.304  15.788  -2.934
H  19.374  14.238  -3.216
H  21.008  14.178  -2.897
H  19.637  13.682  -0.812
H  21.126  14.767  0.688
H  21.621  15.968  -0.469
H  23.467  14.373  0.794
H  24.066  15.293  -0.603
H  24.292  13.519  -0.487
H  18.156  15.573  -1.348
H  19.287  16.598  -1.041
C  17.538  16.137  -8.233
C  17.522  16.513  -6.724
C  18.030  15.401  -5.806
O  17.366  14.158  -5.956
C  17.856  13.219  -5.054
N  18.318  17.701  -6.554
H  18.535  16.245  -8.666
H  16.886  16.854  -8.736
H  17.145  15.128  -8.374
H  16.458  16.651  -6.509
H  17.968  15.647  -4.738
H  19.113  15.279  -5.966
H  17.509  13.392  -4.026
H  18.950  13.153  -5.010
H  17.532  12.203  -5.278
H  17.904  18.416  -7.148
H  19.252  17.596  -6.934
C  13.095  11.213  -9.548
C  12.570  12.648  -9.686
C  11.772  12.832  -10.960
O  11.375  14.183  -11.205
C  10.590  14.249  -12.379
N  11.692  12.850  -8.514
H  13.530  11.034  -8.567
H  13.777  10.992  -10.372
H  12.240  10.539  -9.618
H  13.338  13.414  -9.566
H  10.835  12.271  -10.871
H  12.349  12.482  -11.821
H  11.027  13.688  -13.214
H  10.525  15.262  -12.770
H  9.608  13.798  -12.212
H  12.216  13.106  -7.687
H  11.189  13.705  -8.727
C  18.509  21.569  -9.492
C  17.614  20.366  -9.792
C  18.323  19.177  -10.467
O  17.263  18.338  -10.935
C  17.669  17.149  -11.559
N  16.965  19.963  -8.539
H  17.927  22.416  -9.106
H  18.961  22.037  -10.369
H  19.215  21.450  -8.669
H  16.841  20.711  -10.487
H  18.962  18.637  -9.760
H  18.876  19.447  -11.373
H  18.371  17.328  -12.386
H  16.806  16.680  -12.031
H  18.184  16.395  -10.958
H  16.353  20.745  -8.320
H  16.323  19.209  -8.758
C  22.073  8.969  -2.355
C  22.245  10.478  -2.590
C  20.845  11.080  -2.806
O  20.153  10.480  -3.898
C  20.771  10.871  -5.128
N  22.917  11.113  -1.437
H  21.692  8.490  -3.254
H  21.361  8.795  -1.546
H  22.998  8.478  -2.054
H  22.898  10.674  -3.439
H  20.949  12.162  -2.962
H  20.195  11.026  -1.930
H  21.742  10.403  -5.293
H  20.851  11.962  -5.145
H  20.111  10.626  -5.959
H  22.853  12.114  -1.572
H  22.288  10.960  -0.650
C  13.030  15.352  -5.784
C  12.564  16.610  -6.494
C  11.092  16.599  -6.873
O  10.792  15.532  -7.760
C  9.446  15.583  -8.168
N  12.874  17.754  -5.667
H  12.741  15.214  -4.738
H  14.121  15.384  -5.717
H  12.793  14.380  -6.228
H  13.085  16.688  -7.454
H  10.850  17.580  -7.299
H  10.512  16.611  -5.940
H  9.313  16.436  -8.845
H  8.736  15.696  -7.345
H  9.220  14.703  -8.770
H  12.192  17.894  -4.930
H  13.801  17.696  -5.236
C  16.761  9.532  -3.893
C  17.167  8.116  -3.435
C  16.509  7.003  -4.256
O  15.133  7.235  -4.398
C  14.448  6.082  -4.872
N  18.628  7.959  -3.560
H  15.705  9.653  -3.612
H  16.737  9.762  -4.959
H  17.183  10.370  -3.336
H  16.922  8.082  -2.373
H  16.792  6.080  -3.736
H  16.987  6.951  -5.242
H  14.638  5.803  -5.912
H  13.393  6.362  -4.874
H  14.604  5.272  -4.159
H  18.994  8.873  -3.301
H  18.971  7.826  -4.504
C  19.278  11.957  -8.375
C  18.507  12.012  -9.707
C  18.885  13.175  -10.621
O  20.293  13.154  -10.817
C  20.675  14.409  -11.341
N  18.683  10.668  -10.302
H  20.302  11.621  -8.533
H  18.731  11.374  -7.639
H  19.329  12.985  -8.003
H  17.449  12.125  -9.452
H  18.487  14.085  -10.162
H  18.376  13.081  -11.588
H  21.687  14.367  -11.750
H  20.697  15.187  -10.571
H  20.060  14.730  -12.187
H  19.702  10.626  -10.405
H  18.537  10.694  -11.315
C  16.391  18.370  -2.882
C  16.463  17.311  -3.976
C  15.913  16.003  -3.475
O  16.683  15.406  -2.469
C  16.133  14.189  -2.051
N  15.748  17.760  -5.159
H  16.542  19.396  -3.233
H  17.229  18.261  -2.190
H  15.451  18.423  -2.333
H  17.505  17.065  -4.221
H  15.919  15.313  -4.329
H  14.870  16.056  -3.142
H  15.168  14.376  -1.559
H  16.726  13.625  -1.333
H  15.821  13.466  -2.815
H  16.187  18.578  -5.568
H  15.956  17.041  -5.853

Results
E_HOMO	-0.3161	hartree
E	-78631.3754	eV
relative energy (zero: lowest compared OMol25 entry of this formula, charge and spin)	423.8	kJ/mol
orbital gap	9.04	eV

***

[2]
Here is a 10-piece molecular cluster, C40H110N10O10 overall in a non-equilibrium geometry from the OMol25 dataset. Energies are from wB97M-V/def2-TZVPD.

Atoms and positions in Å:
C  -10.791  -6.936  10.204
C  -11.451  -7.903  9.151
C  -10.565  -7.930  7.883
O  -10.970  -8.989  6.968
C  -10.422  -9.005  5.698
N  -11.501  -9.173  9.764
H  -9.961  -7.352  10.776
H  -11.404  -6.816  11.097
H  -10.435  -6.001  9.771
H  -12.435  -7.619  8.779
H  -9.494  -8.000  8.076
H  -10.688  -7.047  7.256
H  -10.878  -9.844  5.172
H  -9.347  -9.082  5.857
H  -10.546  -8.021  5.247
H  -11.240  -9.218  10.739
H  -10.804  -9.676  9.232
C  -9.083  -11.998  7.924
C  -8.220  -13.187  7.735
C  -8.738  -14.523  8.378
O  -8.508  -14.384  9.817
C  -8.815  -15.522  10.610
N  -8.002  -13.324  6.320
H  -10.079  -12.171  7.517
H  -8.766  -11.059  7.468
H  -9.228  -11.660  8.950
H  -7.256  -12.994  8.206
H  -8.174  -15.318  7.892
H  -9.776  -14.664  8.075
H  -9.860  -15.832  10.643
H  -8.599  -15.244  11.642
H  -8.224  -16.382  10.295
H  -8.633  -14.015  5.939
H  -8.489  -12.545  5.901
C  -6.194  -11.105  2.756
C  -6.602  -10.034  3.767
C  -6.173  -10.278  5.253
O  -6.887  -9.487  6.167
C  -6.515  -9.565  7.559
N  -6.008  -8.670  3.443
H  -6.857  -10.880  1.921
H  -6.064  -12.146  3.051
H  -5.223  -10.760  2.401
H  -7.669  -9.815  3.758
H  -5.099  -10.116  5.344
H  -6.292  -11.308  5.592
H  -5.580  -9.016  7.671
H  -6.282  -10.574  7.899
H  -7.278  -9.055  8.147
H  -5.921  -8.590  2.440
H  -6.600  -7.976  3.877
C  -9.682  -9.370  -1.548
C  -9.103  -10.725  -1.855
C  -10.218  -11.840  -2.056
O  -11.355  -11.599  -1.163
C  -12.191  -12.763  -0.975
N  -8.230  -10.480  -3.020
H  -9.033  -8.550  -1.856
H  -9.881  -9.245  -0.483
H  -10.601  -9.219  -2.115
H  -8.548  -10.993  -0.956
H  -9.921  -12.885  -2.141
H  -10.817  -11.719  -2.959
H  -13.073  -12.570  -0.364
H  -11.611  -13.564  -0.515
H  -12.469  -13.184  -1.941
H  -7.884  -11.247  -3.580
H  -8.926  -10.101  -3.645
C  -10.246  -11.574  2.570
C  -9.658  -12.958  2.831
C  -10.575  -14.064  3.401
O  -10.763  -13.752  4.764
C  -11.420  -14.834  5.507
N  -9.117  -13.381  1.527
H  -10.681  -11.114  3.457
H  -11.041  -11.695  1.833
H  -9.483  -10.934  2.127
H  -8.805  -12.877  3.504
H  -10.172  -15.063  3.234
H  -11.521  -13.993  2.864
H  -12.208  -15.289  4.905
H  -11.933  -14.291  6.301
H  -10.790  -15.591  5.974
H  -8.793  -12.582  1.000
H  -8.313  -13.977  1.660
C  -5.620  -12.423  -5.622
C  -5.324  -13.752  -4.957
C  -6.687  -14.438  -4.521
O  -7.414  -13.644  -3.677
C  -6.855  -13.409  -2.406
N  -4.514  -14.586  -5.845
H  -4.700  -11.911  -5.903
H  -6.103  -11.704  -4.961
H  -6.344  -12.425  -6.437
H  -4.769  -13.650  -4.025
H  -6.612  -15.477  -4.203
H  -7.291  -14.493  -5.427
H  -7.491  -13.048  -1.597
H  -5.928  -12.836  -2.399
H  -6.738  -14.444  -2.083
H  -3.755  -14.160  -6.357
H  -5.050  -15.111  -6.522
C  -13.514  -18.176  1.386
C  -12.430  -17.893  2.363
C  -12.626  -18.665  3.726
O  -11.741  -18.006  4.661
C  -11.756  -18.430  6.017
N  -11.163  -18.270  1.692
H  -14.538  -18.230  1.755
H  -13.424  -19.162  0.931
H  -13.579  -17.580  0.475
H  -12.336  -16.828  2.576
H  -12.430  -19.724  3.562
H  -13.692  -18.720  3.946
H  -11.138  -17.844  6.697
H  -11.312  -19.413  6.172
H  -12.761  -18.481  6.436
H  -10.340  -17.898  2.144
H  -11.093  -19.277  1.741
C  -13.293  -11.444  5.976
C  -13.866  -11.371  7.420
C  -15.354  -10.817  7.334
O  -15.611  -9.548  6.673
C  -15.190  -8.390  7.345
N  -13.711  -12.705  7.992
H  -12.486  -12.175  5.921
H  -12.842  -10.520  5.615
H  -14.036  -11.771  5.249
H  -13.294  -10.618  7.964
H  -15.849  -10.746  8.302
H  -15.955  -11.573  6.828
H  -15.779  -7.557  6.962
H  -14.194  -7.998  7.138
H  -15.418  -8.486  8.407
H  -12.728  -12.879  7.837
H  -13.847  -12.518  8.975
C  -7.774  -17.800  3.960
C  -7.114  -18.515  5.186
C  -6.905  -17.811  6.492
O  -6.082  -18.658  7.290
C  -5.170  -18.072  8.269
N  -7.622  -19.893  5.389
H  -8.777  -17.475  4.235
H  -7.846  -18.454  3.091
H  -7.143  -16.952  3.697
H  -6.111  -18.753  4.831
H  -7.814  -17.888  7.088
H  -6.440  -16.840  6.325
H  -4.328  -18.690  8.582
H  -5.671  -17.909  9.223
H  -4.647  -17.161  7.978
H  -6.766  -20.417  5.502
H  -8.120  -19.798  6.262
C  -4.670  -16.926  -2.296
C  -4.566  -17.469  -0.878
C  -5.961  -17.816  -0.295
O  -6.745  -16.696  -0.283
C  -8.121  -16.857  0.168
N  -3.830  -18.774  -1.003
H  -3.722  -16.848  -2.828
H  -4.965  -15.881  -2.198
H  -5.493  -17.320  -2.892
H  -4.010  -16.724  -0.310
H  -5.811  -18.241  0.697
H  -6.379  -18.657  -0.848
H  -8.685  -15.931  0.060
H  -8.246  -17.073  1.229
H  -8.667  -17.522  -0.502
H  -4.306  -19.565  -1.412
H  -2.983  -18.618  -1.531

Results
<S²>	0.75
E_HOMO (alpha / beta)	-0.3836 / -0.3836	hartree
total charge	+1
multiplicity	2
E	-78620.2460	eV
relative energy (zero: lowest compared OMol25 entry of this formula, charge and spin)	424.7	kJ/mol
orbital gap (alpha / beta)	8.06 / 1.92	eV